No. 1
15
Properties=species:S:1:pos:R:3:forces:R:3:nbo_charge:R:1 method="wB97M-V/def2-TZVPD" e_homo_ev="-15.63 / -13.88" lumo_energy_ev="-6.637 / -7.875" homo_lumo_gap_ev="8.990 / 6.004" max_force_ev_per_a=8.60 de_lowest_kcal_mol=100.0 e_tot_ev=-99370.941 charge=+1
Ga 0.438 2.758 0.379 -0.233 3.529 1.076 1.430
N -0.370 -0.169 -0.027 0.330 0.062 -0.269 -1.035
S 1.184 0.076 -0.706 -2.473 -0.901 -4.500 2.121
O 1.090 -0.481 -2.050 1.054 1.103 2.862 -0.773
O 1.408 1.563 -0.583 1.062 -2.545 -0.644 -1.015
C 2.640 -0.688 0.204 -3.282 -3.708 2.817 0.610
F 2.311 -0.576 1.531 1.388 0.684 -2.015 -0.287
F 2.535 -2.033 -0.042 1.045 2.696 -0.228 -0.268
S -1.248 1.060 0.642 -1.853 0.305 1.735 1.717
O -0.361 1.611 1.748 0.494 0.076 -0.199 -0.965
O -1.368 2.248 -0.299 0.872 -0.365 -0.082 -0.945
C -1.903 -1.064 -0.093 3.067 -6.703 -4.433 1.155
F -1.710 -1.675 1.085 -1.776 3.347 1.974 -0.230
F -2.114 -2.242 -0.728 1.372 -0.624 -0.708 -0.286
F -2.531 -0.388 -1.062 -1.068 3.042 2.613 -0.228

***

No. 2
15
Properties=species:S:1:pos:R:3:forces:R:3:mulliken_charge:R:1 method="wB97M-V/def2-TZVPD" e_homo_ev="-13.55 / -13.60" lumo_energy_ev="-6.538 / -6.345" homo_lumo_gap_ev="7.017 / 7.254" max_force_ev_per_a=5.72 e_tot_ev=-62276.271 multiplicity=4 s_squared=3.774 charge=+1
Nd -2.300 1.881 1.032 1.690 -0.754 -5.415 2.093
F -2.117 2.789 -1.199 -0.787 -0.015 3.582 -0.644
N 0.148 -1.543 -0.184 -0.262 0.622 0.297 -0.414
S -1.416 -1.050 -0.095 0.961 -1.914 -1.459 1.122
O -2.293 -2.107 -0.568 1.166 2.076 0.787 -0.538
O -1.727 -0.521 1.279 -0.543 1.610 0.048 -0.671
C -1.343 0.597 -1.014 -1.904 -1.954 2.714 -0.083
F -1.882 0.321 -2.223 2.357 1.248 1.113 -0.172
S 1.158 -0.381 -0.444 0.237 -0.902 -1.895 1.048
O 0.251 0.939 -0.501 -1.224 -0.576 -1.429 -0.344
O 2.098 -0.537 -1.529 -1.418 0.347 1.742 -0.532
C 2.180 -0.129 1.103 0.462 -0.335 -0.525 0.699
F 1.403 0.222 2.099 -0.630 0.368 0.580 -0.210
F 2.760 -1.277 1.377 -0.072 0.007 -0.129 -0.181
F 3.081 0.796 0.867 -0.033 0.175 -0.008 -0.174

***

No. 3
16
Properties=species:S:1:pos:R:3:forces:R:3:nbo_charge:R:1 method="wB97M-V/def2-TZVPD" e_homo_ev="-18.99 / -20.89" lumo_energy_ev="-11.598 / -12.000" homo_lumo_gap_ev="7.397 / 8.892" max_force_ev_per_a=5.40 de_lowest_kcal_mol=23.5 e_tot_ev=-84087.622 multiplicity=6 s_squared=8.768 charge=+2
Fe -0.673 -1.202 2.519 -0.476 -0.275 1.114 1.728
N 0.232 0.268 0.133 1.305 -3.481 2.024 -0.565
S -1.018 1.146 0.716 -3.925 3.214 -0.541 2.110
O -1.908 1.642 -0.304 1.598 -1.539 1.463 -0.711
O -1.565 0.418 1.896 0.373 -0.121 -0.542 -1.000
C -0.119 2.635 1.417 0.670 1.670 0.227 0.815
F 0.545 3.206 0.439 -0.288 -0.473 -0.034 -0.248
F 0.707 2.245 2.361 -0.025 -0.533 0.138 -0.274
F -1.025 3.454 1.901 0.003 -0.741 -0.266 -0.240
S 0.209 -0.931 -0.995 1.369 0.859 -3.803 1.493
O -0.134 -0.468 -2.338 -0.338 0.144 0.734 -0.545
C 0.275 -2.790 -1.109 -0.222 -5.300 -0.993 0.905
F 1.502 -3.201 -0.860 -0.486 1.296 0.225 -0.234
F -0.559 -3.363 -0.270 -0.173 0.714 0.822 -0.272
F -0.066 -3.219 -2.313 0.301 1.839 0.575 -0.214
O 0.370 -1.205 0.971 0.315 2.727 -1.144 -0.748

***

No. 4
16
Properties=species:S:1:pos:R:3:forces:R:3:mulliken_charge:R:1 method="wB97M-V/def2-TZVPD" e_homo_ev=-10.91 lumo_energy_ev=-1.600 homo_lumo_gap_ev=9.315 max_force_ev_per_a=6.48 de_lowest_kcal_mol=0.0 e_tot_ev=-102103.093
O 0.503 0.573 1.717 -0.208 1.852 3.474 0.043
Ga 1.068 0.396 0.175 2.085 -0.123 -3.654 0.547
N 2.214 0.419 -1.318 -0.290 1.043 1.688 -0.500
S -0.694 -0.326 2.208 -1.364 -2.931 2.952 0.621
O -0.269 -1.157 3.381 -0.486 1.622 -2.222 -0.554
C -1.679 1.033 3.056 0.099 0.199 0.453 0.664
F -2.798 0.501 3.544 0.232 -0.143 -0.213 -0.202
F -2.007 1.985 2.188 0.017 0.145 -0.346 -0.232
F -0.996 1.576 4.054 0.098 -0.063 -0.101 -0.219
S 1.442 -0.793 -1.782 0.471 -5.091 -3.987 0.835
O 0.331 -1.105 -0.750 0.187 0.383 0.149 -0.428
O 2.108 -2.022 -2.274 -1.101 2.883 1.323 -0.601
C 0.388 -0.359 -3.266 0.042 -0.044 -0.530 0.698
F -0.415 0.667 -2.986 -0.101 0.223 0.288 -0.242
F 1.172 -0.005 -4.286 0.050 -0.061 0.333 -0.217
F -0.368 -1.382 -3.661 0.272 0.107 0.392 -0.212